(1)
{"formula": "C20H20ClF3IO3S", "method": "the ωB97M-V functional and the def2-TZVPD basis", "species": ["C", "C", "O", "C", "C", "C", "C", "C", "Cl", "C", "C", "C", "O", "H", "H", "H", "H", "H", "H", "H", "H", "H", "H", "C", "C", "C", "C", "C", "I", "C", "C", "C", "C", "O", "S", "C", "F", "F", "F", "H", "H", "H", "H", "H", "H", "H", "H", "H", "H"], "positions_angstrom": [[-4.701, 1.301, 4.068], [-3.263, 1.734, 4.034], [-2.484, 0.523, 3.900], [-1.152, 0.808, 3.890], [-0.342, -0.368, 3.732], [1.039, -0.321, 3.958], [1.750, 0.924, 4.083], [3.117, 0.950, 4.323], [3.898, 2.472, 4.460], [3.842, -0.244, 4.472], [3.176, -1.471, 4.317], [1.815, -1.517, 4.060], [-0.801, 1.997, 3.964], [-5.350, 2.174, 4.173], [-4.959, 0.771, 3.143], [-4.893, 0.648, 4.925], [-3.059, 2.405, 3.186], [-2.959, 2.229, 4.967], [-0.865, -1.310, 3.730], [1.193, 1.846, 4.001], [4.901, -0.175, 4.704], [3.743, -2.393, 4.419], [1.290, -2.474, 3.951], [0.801, -2.792, -0.336], [-0.423, -2.072, 0.248], [-0.915, -2.811, 1.472], [-0.264, -0.583, 0.490], [-1.409, 0.199, 0.653], [-3.389, -0.547, 0.882], [-1.315, 1.584, 0.789], [-0.055, 2.175, 0.878], [1.092, 1.392, 0.780], [0.986, 0.016, 0.561], [-1.445, -2.023, -0.767], [-2.275, -3.449, -1.038], [-1.860, -3.500, -2.802], [-2.368, -4.618, -3.390], [-2.372, -2.401, -3.424], [-0.511, -3.484, -2.990], [1.634, -2.755, 0.381], [0.557, -3.848, -0.531], [1.110, -2.334, -1.284], [-0.188, -2.680, 2.278], [-1.881, -2.418, 1.808], [-1.036, -3.878, 1.250], [-2.208, 2.196, 0.839], [0.031, 3.250, 1.018], [2.081, 1.839, 0.893], [1.876, -0.611, 0.474]], "atomic_forces_ev_per_a": [[-0.4, -0.1, 0.0], [0.2, -0.6, 0.1], [-0.9, 0.9, 0.2], [1.5, -0.6, -0.5], [-1.1, 1.4, 0.7], [1.1, 0.1, 0.0], [0.5, -0.3, 0.0], [-1.3, -1.9, -0.1], [0.5, 0.6, 0.1], [0.2, 0.3, -0.1], [0.0, 0.5, 0.0], [-0.1, 0.3, -0.1], [-0.2, -0.4, 0.1], [0.0, 0.0, -0.1], [0.0, 0.1, 0.3], [0.1, 0.0, -0.2], [0.0, -0.1, 0.3], [-0.1, 0.1, -0.3], [0.0, -0.1, 0.1], [0.1, -0.1, 0.0], [-0.1, -0.2, -0.1], [-0.1, 0.1, 0.0], [0.3, 0.3, 0.1], [0.2, 0.2, 0.2], [0.7, -0.3, -0.2], [-0.1, -0.2, 0.5], [0.0, -0.2, 0.2], [-0.3, 0.8, 0.2], [-0.1, 0.6, -0.4], [0.4, -0.3, 0.0], [0.2, -0.2, -0.3], [0.0, -0.1, 0.0], [-0.1, 0.3, 0.0], [-1.0, -1.4, -0.9], [0.3, 0.4, -0.5], [0.2, 0.4, 0.0], [0.3, 0.9, 0.4], [0.5, -1.1, 0.0], [-1.1, -0.1, -0.3], [-0.2, -0.1, -0.2], [0.0, 0.4, 0.1], [0.0, 0.0, 0.3], [-0.1, -0.1, -0.2], [0.5, -0.2, 0.1], [0.1, 0.1, 0.1], [0.1, -0.1, 0.1], [-0.1, -0.2, 0.1], [-0.3, -0.1, 0.0], [-0.2, 0.3, 0.1]], "mulliken_charge": [-1.05, -0.12, -0.26, -0.17, -0.77, 1.30, -0.74, 0.12, -0.29, -0.54, -0.61, -0.62, -0.76, 0.40, 0.11, 0.28, 0.18, 0.31, 0.69, 0.73, 0.37, 0.35, 0.22, -2.18, 1.31, -1.09, 1.12, -0.87, 0.04, -0.42, -0.57, -0.72, -0.09, -0.27, -0.12, 0.73, -0.25, -0.23, -0.21, 0.51, 0.43, 0.45, -0.17, 0.27, 0.67, 0.53, 0.36, 0.36, 0.27], "total_charge": -1, "total_energy_ha": -2455.54272, "e_homo_ev": -2.93, "gap_ev": 5.2}

(2)
{"formula": "C22H26BrNO2PPtS3", "method": "the ωB97M-V functional and the def2-TZVPD basis", "species": ["Pt", "C", "C", "C", "C", "C", "C", "C", "C", "C", "S", "C", "N", "H", "H", "H", "H", "H", "H", "H", "H", "C", "C", "C", "O", "P", "S", "S", "O", "C", "C", "C", "H", "H", "H", "H", "H", "H", "H", "H", "H", "H", "H", "H", "H", "H", "Br", "C", "C", "C", "C", "C", "C", "H", "H", "H", "H"], "positions_angstrom": [[-0.072, -1.842, -1.291], [-2.009, -2.010, 1.231], [-0.559, -1.962, 1.607], [-0.205, -1.837, 2.971], [1.099, -1.866, 3.364], [2.116, -2.068, 2.405], [3.498, -2.143, 2.705], [4.404, -2.333, 1.699], [3.981, -2.484, 0.357], [2.647, -2.434, 0.053], [1.971, -2.730, -1.542], [1.715, -2.187, 1.072], [0.388, -2.080, 0.687], [-2.618, -2.096, 2.128], [-2.215, -2.862, 0.584], [-2.317, -1.120, 0.691], [-1.001, -1.730, 3.694], [1.362, -1.764, 4.410], [3.818, -2.050, 3.734], [5.461, -2.377, 1.922], [4.708, -2.652, -0.425], [2.209, 1.583, 1.210], [2.309, 2.700, 0.198], [3.459, 2.548, -0.768], [1.000, 2.837, -0.477], [0.421, 2.176, -1.763], [1.211, 2.630, -3.465], [0.960, 0.255, -1.997], [-1.105, 2.499, -1.675], [-1.953, 2.842, -0.520], [-1.721, 4.274, -0.095], [-1.783, 1.831, 0.584], [3.120, 1.563, 1.809], [2.105, 0.618, 0.710], [1.364, 1.732, 1.882], [2.394, 3.659, 0.707], [3.434, 1.588, -1.283], [4.383, 2.605, -0.192], [3.471, 3.345, -1.509], [-2.949, 2.753, -0.952], [-0.752, 4.398, 0.383], [-2.500, 4.558, 0.613], [-1.781, 4.944, -0.951], [-0.763, 1.827, 0.966], [-2.029, 0.841, 0.215], [-2.454, 2.075, 1.408], [-6.418, -1.526, -2.404], [-4.549, -1.593, -2.455], [-3.824, -0.412, -2.449], [-2.434, -0.473, -2.425], [-1.785, -1.709, -2.341], [-2.540, -2.891, -2.467], [-3.918, -2.837, -2.510], [-4.338, 0.539, -2.478], [-1.860, 0.443, -2.459], [-2.045, -3.854, -2.519], [-4.509, -3.740, -2.586]], "atomic_forces_ev_per_a": [[-1.3, 0.1, 0.8], [0.1, -0.1, -0.1], [0.0, 0.0, 0.3], [-0.1, -0.1, -0.1], [0.1, 0.0, 0.0], [0.1, 0.0, 0.1], [0.0, 0.0, 0.0], [-0.1, 0.0, -0.1], [0.1, 0.0, 0.1], [-0.2, 0.0, 0.0], [0.3, 0.0, -0.3], [-0.4, 0.0, -0.2], [1.1, 0.1, 0.7], [0.0, 0.0, 0.0], [0.0, 0.0, 0.0], [-0.1, 0.1, -0.1], [0.0, 0.0, 0.0], [0.0, 0.0, 0.0], [0.0, 0.0, 0.0], [0.0, 0.0, 0.0], [0.0, 0.0, 0.0], [0.0, -0.1, 0.0], [-0.2, 0.1, -0.2], [0.1, 0.0, 0.0], [0.1, 0.1, 0.6], [-0.3, 1.2, -0.2], [0.2, -0.1, 0.2], [0.1, -1.5, -1.1], [-0.2, -0.1, 0.1], [0.0, 0.1, -0.2], [0.0, 0.0, 0.0], [0.0, 0.0, 0.1], [0.0, 0.0, 0.0], [0.0, 0.0, 0.0], [0.0, 0.0, 0.0], [0.0, 0.0, 0.0], [0.0, 0.0, 0.0], [0.0, 0.0, 0.0], [0.0, 0.0, 0.0], [0.0, 0.0, 0.0], [0.0, 0.0, 0.0], [0.0, 0.0, 0.0], [0.0, 0.0, 0.0], [0.0, 0.0, 0.0], [0.0, -0.2, 0.0], [0.0, 0.0, 0.0], [-0.2, 0.0, 0.0], [0.2, -0.1, 0.0], [0.1, 0.0, 0.0], [-0.2, -0.1, 0.0], [0.7, 0.3, -0.8], [0.1, 0.0, 0.1], [0.0, 0.1, 0.0], [0.0, 0.0, 0.0], [-0.1, 0.0, 0.0], [0.0, 0.0, 0.0], [0.0, 0.0, 0.0]], "mulliken_charge": [0.13, -1.43, 1.07, -0.76, -0.85, 1.10, -0.95, -0.66, -0.49, 0.65, -0.25, -0.47, 0.07, 0.44, 0.38, 0.12, 0.42, 0.48, 0.43, 0.44, 0.47, -1.00, 0.47, -1.43, -0.25, 0.85, -0.26, -0.31, -0.36, 0.48, -1.51, -0.18, 0.56, 0.01, 0.27, 0.25, 0.27, 0.47, 0.42, 0.37, 0.24, 0.46, 0.37, -0.18, -0.22, 0.54, -0.13, 0.00, -0.63, 0.01, 0.10, -0.45, -0.48, 0.51, 0.51, 0.44, 0.46], "total_charge": 1, "total_energy_ha": -5288.21365, "e_homo_ev": -10.94, "gap_ev": 5.6}

(3)
{"formula": "C2H2NO3S", "method": "the ωB97M-V functional and the def2-TZVPD basis", "species": ["C", "C", "N", "O", "O", "O", "S", "H", "H"], "positions_angstrom": [[1.918, -2.075, 0.369], [-0.091, -0.409, 0.615], [1.083, -1.235, 0.491], [-1.824, 1.754, 0.511], [0.407, 2.330, 1.245], [-1.138, 1.212, 2.845], [-0.717, 1.472, 1.457], [-0.820, -1.213, 0.943], [-0.158, -0.085, -0.330]], "atomic_forces_ev_per_a": [[-1.9, 2.2, 0.3], [-0.9, -1.6, 3.3], [2.7, -1.5, 0.9], [1.2, -1.0, 1.1], [1.0, 0.4, 0.3], [0.6, 0.1, -1.6], [-1.4, -1.6, -0.2], [0.1, 1.6, -0.6], [-1.4, 1.2, -3.5]], "mulliken_charge": [-0.27, -0.57, 0.02, -0.62, -0.58, -0.60, 1.05, 0.26, 0.30], "total_charge": -1, "total_energy_ha": -756.06829, "e_homo_ev": -5.66, "gap_ev": 9.8}

(4)
{"formula": "C27H45BN9O5SY", "method": "the ωB97M-V functional and the def2-TZVPD basis", "species": ["Y", "C", "C", "C", "C", "C", "C", "N", "N", "B", "N", "C", "C", "C", "N", "C", "C", "C", "N", "C", "C", "C", "N", "C", "C", "C", "H", "H", "H", "H", "H", "H", "H", "H", "H", "H", "H", "H", "H", "H", "H", "H", "H", "H", "H", "H", "H", "H", "H", "H", "H", "H", "H", "H", "N", "C", "C", "C", "N", "H", "H", "H", "H", "H", "H", "H", "H", "H", "H", "C", "C", "C", "C", "N", "C", "C", "H", "H", "H", "H", "H", "H", "H", "O", "O", "S", "O", "O", "O"], "positions_angstrom": [[-0.321, 0.101, 0.284], [3.280, -3.630, -1.744], [2.346, -2.415, -1.759], [2.647, -1.518, -2.965], [2.497, -1.633, -0.445], [3.687, -1.022, -0.075], [3.456, -0.502, 1.190], [2.209, -0.768, 1.566], [1.576, -1.449, 0.589], [1.558, -0.452, 2.957], [0.994, 0.998, 3.001], [1.481, 2.037, 3.707], [0.675, 3.125, 3.488], [-0.341, 2.684, 2.630], [-0.129, 1.340, 2.373], [-1.461, 3.570, 2.089], [-1.378, 4.996, 2.627], [-1.464, 3.617, 0.523], [0.337, -1.391, 3.098], [0.056, -2.299, 4.038], [-1.149, -2.887, 3.716], [-1.551, -2.259, 2.530], [-0.627, -1.352, 2.172], [-2.788, -2.504, 1.737], [-2.434, -2.901, 0.318], [-3.692, -3.553, 2.382], [3.159, -4.211, -2.665], [3.038, -4.280, -0.899], [4.326, -3.322, -1.658], [1.344, -2.789, -1.848], [3.674, -1.149, -2.923], [1.978, -0.660, -2.991], [2.518, -2.082, -3.896], [4.608, -0.980, -0.634], [4.165, 0.016, 1.815], [2.362, -0.641, 3.835], [2.369, 1.988, 4.320], [0.812, 4.114, 3.897], [-2.385, 3.144, 2.421], [-0.449, 5.482, 2.311], [-1.422, 4.999, 3.724], [-2.222, 5.583, 2.253], [-0.531, 4.065, 0.141], [-2.311, 4.215, 0.151], [-1.559, 2.414, 0.114], [0.689, -2.506, 4.885], [-1.661, -3.659, 4.267], [-3.330, -1.577, 1.690], [-1.872, -3.848, 0.329], [-1.779, -2.140, -0.229], [-3.349, -3.034, -0.271], [-3.189, -4.528, 2.447], [-4.605, -3.673, 1.791], [-3.982, -3.239, 3.389], [-0.338, -1.627, -1.432], [-1.352, -2.412, -2.152], [-2.275, -1.437, -2.952], [-3.029, -0.319, -2.104], [-2.049, 0.567, -1.454], [0.476, -1.455, -1.999], [0.403, -2.210, -0.582], [-1.945, -2.959, -1.469], [-0.886, -3.147, -2.829], [-3.017, -2.061, -3.471], [-1.696, -0.925, -3.728], [-3.670, -0.790, -1.354], [-3.675, 0.267, -2.770], [-2.669, 1.600, -0.516], [-1.746, 1.328, -2.056], [3.260, 3.141, -4.666], [2.471, 2.470, -3.570], [1.250, 1.888, -3.818], [0.558, 1.276, -2.761], [1.004, 1.214, -1.502], [2.228, 1.798, -1.259], [2.965, 2.420, -2.263], [2.736, 3.091, -5.623], [4.231, 2.654, -4.790], [3.423, 4.194, -4.427], [0.818, 1.895, -4.815], [-0.398, 0.815, -2.942], [2.582, 1.744, -0.243], [3.923, 2.863, -2.017], [1.311, 1.154, 0.531], [-1.961, 0.712, 2.885], [-2.960, 1.069, 1.860], [-3.822, 2.129, 2.390], [-2.218, 1.508, 0.562], [-3.791, -0.087, 1.544]], "atomic_forces_ev_per_a": [[1.0, 1.7, 0.0], [-0.1, 0.0, 0.0], [1.0, 0.1, 0.6], [0.0, -0.2, 0.0], [-0.4, 0.5, 1.2], [0.0, 0.0, 0.1], [0.3, -0.1, 0.1], [0.7, -1.2, -0.2], [2.0, -1.4, -1.7], [-1.0, 0.8, -0.3], [0.1, -0.1, 1.2], [0.5, 0.1, 0.3], [0.0, 0.2, -0.1], [0.8, -1.1, -0.1], [2.7, 3.8, -0.2], [1.3, -0.1, -1.2], [0.1, -0.2, 0.3], [1.6, 0.1, -1.2], [0.7, 0.0, 0.1], [-0.2, -0.2, 0.2], [0.0, -0.1, 0.1], [0.5, 0.1, 0.1], [-0.8, -1.8, 0.4], [0.3, -1.2, 0.1], [0.5, 0.9, 0.4], [0.2, 0.0, 0.0], [0.1, 0.0, 0.0], [0.1, 0.0, 0.0], [0.0, 0.0, 0.0], [0.2, -0.6, -0.2], [-0.1, 0.0, 0.0], [0.1, 0.1, -0.1], [0.0, 0.0, 0.0], [0.0, 0.0, 0.0], [-0.3, 0.1, 0.2], [0.0, 0.0, 0.0], [0.0, -0.3, 0.0], [0.0, 0.0, 0.0], [-0.2, 0.4, 0.2], [-0.1, 0.0, 0.0], [0.0, 0.1, -0.1], [0.0, 0.0, 0.0], [-0.1, 0.3, 0.3], [0.0, -0.1, 0.1], [2.3, 6.7, 0.6], [0.2, 0.3, -0.1], [0.0, 0.0, 0.0], [-0.1, 0.0, 0.1], [0.0, 0.0, -0.2], [-1.5, -0.9, 2.2], [0.0, 0.0, 0.0], [-0.1, 0.0, 0.0], [0.0, 0.0, 0.0], [0.0, -0.1, 0.0], [2.6, -2.8, 2.9], [0.8, 1.2, -1.9], [-0.5, 0.0, 0.5], [1.7, -0.1, -0.5], [-1.9, 1.3, -0.8], [-0.7, 0.8, -0.8], [-3.9, 1.5, -2.5], [-0.1, -0.5, -0.5], [0.0, 0.2, -0.2], [0.0, 0.0, 0.0], [0.1, 0.0, 0.0], [0.1, 0.0, 0.1], [-0.1, -0.3, -0.2], [0.7, -3.1, -0.2], [-0.2, -0.4, -0.6], [-0.1, -0.1, 0.0], [0.3, 0.2, -0.3], [-0.3, 0.0, 0.0], [1.0, 0.6, -0.1], [0.5, 0.3, -4.1], [0.3, 0.3, -2.1], [-0.8, -0.3, -0.2], [0.0, 0.0, 0.0], [0.0, 0.1, 0.0], [0.1, 0.0, 0.0], [0.0, 0.0, 0.0], [0.1, -0.2, -0.1], [-0.2, -0.2, 0.1], [0.0, 0.0, 0.0], [-0.7, -0.3, 3.7], [-4.4, -0.5, -1.0], [-2.1, -1.2, 5.3], [-0.5, 0.2, -1.3], [-3.6, -4.1, 3.2], [-0.7, 0.7, -1.7]], "mulliken_charge": [-0.78, -1.96, 0.53, -0.81, 0.46, -0.37, -1.05, 0.74, -0.51, 0.26, -0.22, -0.96, -0.98, 0.37, 1.21, 1.45, -2.25, -1.15, -0.73, -0.66, -1.17, -0.82, 1.86, 2.37, -0.01, -2.37, 0.49, 0.41, 0.31, 0.25, 0.39, -0.17, 0.28, 0.50, 0.45, -0.22, 0.38, 0.41, 0.27, 0.34, 0.44, 0.46, 0.26, 0.33, 0.57, 0.43, 0.50, -0.47, 0.27, -1.18, 0.57, 0.38, 0.43, 0.51, -0.49, -0.73, -0.84, -1.11, -0.20, 0.16, 0.66, 0.47, 0.46, 0.52, 0.30, 0.29, 0.55, 0.66, 0.48, -1.56, 1.54, -1.43, -0.33, 1.27, -0.92, -1.74, 0.35, 0.30, 0.33, 0.26, -0.18, 0.95, 0.34, -0.35, -0.47, 0.87, -0.93, -0.76, -0.79], "total_charge": -2, "total_energy_ha": -2385.97363, "e_homo_ev": 0.41, "gap_ev": 3.9}